(1)
{"formula": "C54H54O18", "method": "wB97M-V/def2-TZVPD", "smiles": "Oc1ccc(O)cc1.Oc1ccc(O)cc1.Oc1ccc(O)cc1.Oc1ccc(O)cc1.Oc1ccc(O)cc1.Oc1ccc(O)cc1.Oc1ccc(O)cc1.Oc1ccc(O)cc1.Oc1ccc(O)cc1", "charge": 0, "total_energy_ev": -93713.0014, "relative_energy_kcal_mol": 311.04, "elements": ["C", "C", "C", "C", "C", "C", "O", "O", "H", "H", "H", "H", "H", "H", "C", "C", "C", "C", "C", "C", "O", "O", "H", "H", "H", "H", "H", "H", "C", "C", "C", "C", "C", "C", "O", "O", "H", "H", "H", "H", "H", "H", "C", "C", "C", "C", "C", "C", "O", "O", "H", "H", "H", "H", "H", "H", "C", "C", "C", "C", "C", "C", "O", "O", "H", "H", "H", "H", "H", "H", "C", "C", "C", "C", "C", "C", "O", "O", "H", "H", "H", "H", "H", "H", "C", "C", "C", "C", "C", "C", "O", "O", "H", "H", "H", "H", "H", "H", "C", "C", "C", "C", "C", "C", "O", "O", "H", "H", "H", "H", "H", "H", "C", "C", "C", "C", "C", "C", "O", "O", "H", "H", "H", "H", "H", "H"], "xyz": [[-3.219, 3.379, 0.986], [-3.686, 2.036, 0.762], [-4.077, 1.676, -0.676], [-3.792, 2.577, -1.691], [-3.276, 3.905, -1.375], [-3.015, 4.292, -0.141], [-2.684, 5.578, 0.170], [-4.735, 0.534, -0.772], [-3.004, 3.932, 1.865], [-3.940, 1.265, 1.428], [-4.068, 2.422, -2.704], [-3.281, 4.666, -2.177], [-2.422, 5.743, 1.090], [-5.050, 0.425, -1.834], [-0.994, -3.271, 5.412], [-1.277, -2.005, 4.856], [-1.096, -1.672, 3.541], [-0.357, -2.610, 2.661], [-0.053, -3.909, 3.233], [-0.269, -4.133, 4.544], [0.241, -5.315, 5.023], [-1.259, -0.505, 3.140], [-1.203, -3.418, 6.457], [-1.610, -1.275, 5.630], [-0.126, -2.226, 1.629], [0.359, -4.567, 2.468], [0.222, -5.389, 6.051], [-1.140, -0.113, 3.912], [-5.603, 0.214, 3.130], [-5.942, 0.557, 4.436], [-5.389, -0.239, 5.524], [-4.541, -1.397, 5.213], [-4.291, -1.600, 3.873], [-4.786, -0.791, 2.815], [-4.498, -1.226, 1.546], [-5.750, 0.182, 6.783], [-5.839, 0.875, 2.224], [-6.481, 1.410, 4.600], [-3.993, -1.763, 5.968], [-3.641, -2.409, 3.725], [-4.867, -0.739, 0.916], [-5.396, -0.221, 7.542], [3.259, 5.186, -1.500], [2.072, 4.925, -2.219], [0.859, 4.676, -1.532], [0.829, 4.808, -0.090], [1.961, 5.234, 0.622], [3.136, 5.473, -0.114], [4.271, 5.782, 0.580], [-0.242, 4.487, -2.101], [4.105, 5.129, -2.037], [2.073, 4.783, -3.162], [0.095, 4.534, 0.409], [1.876, 5.475, 1.621], [4.200, 6.026, 1.514], [-0.798, 4.088, -1.605], [-1.480, 2.497, -5.089], [-0.202, 2.461, -4.575], [0.840, 2.351, -5.370], [0.734, 2.288, -6.792], [-0.587, 2.292, -7.295], [-1.716, 2.450, -6.479], [-2.993, 2.790, -6.821], [2.131, 2.195, -4.961], [-2.327, 2.518, -4.404], [0.000, 2.279, -3.425], [1.628, 2.137, -7.380], [-0.662, 2.115, -8.368], [-3.569, 3.242, -6.292], [2.203, 2.205, -4.069], [1.124, -0.149, -2.165], [-0.065, -0.607, -1.641], [-0.440, -0.192, -0.336], [0.248, 0.893, 0.275], [1.283, 1.417, -0.383], [1.721, 1.076, -1.643], [2.778, 1.679, -2.243], [-1.441, -0.790, 0.302], [1.559, -0.579, -3.174], [-0.490, -1.494, -1.980], [-0.191, 0.965, 1.052], [1.886, 2.237, 0.165], [3.124, 2.406, -1.774], [-1.758, -0.563, 1.099], [2.515, -3.586, -0.943], [2.196, -4.906, -1.238], [2.464, -5.786, -0.183], [2.906, -5.337, 1.082], [3.226, -3.940, 1.361], [2.944, -3.060, 0.309], [3.164, -1.733, 0.503], [2.146, -7.044, -0.368], [2.325, -2.895, -1.764], [1.684, -4.940, -2.167], [2.954, -6.009, 1.885], [3.605, -3.460, 2.271], [2.640, -1.210, -0.105], [1.238, -6.930, -0.848], [7.243, 2.097, 2.164], [6.299, 2.946, 1.464], [5.528, 2.222, 0.422], [5.838, 0.854, 0.180], [6.798, 0.159, 0.907], [7.546, 0.859, 1.900], [8.620, 0.140, 2.608], [4.579, 3.068, -0.134], [7.849, 2.546, 2.752], [6.030, 3.825, 1.675], [5.082, 0.558, -0.469], [6.962, -1.014, 1.005], [8.804, -0.728, 2.289], [4.818, 3.894, -0.124], [-1.976, -5.620, -2.765], [-2.700, -4.465, -3.026], [-2.762, -3.463, -1.980], [-2.102, -3.740, -0.817], [-1.456, -5.004, -0.572], [-1.407, -5.947, -1.596], [-0.589, -7.082, -1.513], [-3.440, -2.239, -2.195], [-2.100, -6.497, -3.534], [-3.266, -4.027, -3.895], [-2.134, -3.161, 0.119], [-1.065, -5.247, 0.335], [-0.956, -7.943, -1.913], [-3.314, -1.748, -1.446]], "lowdin_charge": [0.04, 0.07, -0.33, 0.00, -0.04, -0.38, 0.04, 0.00, 0.09, 0.05, 0.09, 0.14, 0.11, 0.24, 0.01, -0.06, -0.43, 0.09, -0.01, -0.35, 0.00, 0.14, 0.11, 0.13, 0.12, 0.11, 0.16, 0.06, -0.06, 0.02, -0.23, 0.01, -0.01, -0.32, 0.09, 0.04, 0.14, 0.08, 0.06, 0.10, -0.01, 0.08, 0.02, 0.04, -0.32, 0.03, 0.02, -0.31, 0.02, 0.16, 0.09, 0.05, 0.02, 0.09, 0.12, -0.01, -0.02, -0.05, -0.34, 0.02, -0.01, -0.29, 0.06, 0.07, 0.10, 0.15, 0.11, 0.11, 0.05, -0.01, -0.01, 0.00, -0.27, 0.01, -0.04, -0.31, 0.05, 0.07, 0.16, 0.09, 0.01, 0.15, 0.05, 0.01, -0.02, -0.01, -0.40, 0.01, 0.01, -0.34, 0.03, 0.03, 0.10, 0.11, 0.09, 0.12, 0.07, 0.12, -0.03, 0.10, -0.19, -0.01, 0.00, -0.27, 0.00, 0.05, 0.06, 0.02, 0.08, 0.16, 0.06, -0.04, -0.07, 0.01, -0.27, -0.01, 0.03, -0.34, -0.02, 0.05, 0.15, 0.14, 0.11, 0.08, 0.16, 0.01]}

***

(2)
{"formula": "C5H6O", "method": "wB97M-V/def2-TZVPD", "charge": 0, "total_energy_ev": -7327.4753, "relative_energy_kcal_mol": 41.72, "elements": ["O", "C", "C", "C", "C", "C", "H", "H", "H", "H", "H", "H"], "xyz": [[-1.460, 1.827, 0.779], [-0.730, 1.083, 0.160], [-1.102, -0.135, -0.655], [-0.057, -0.781, 0.336], [1.265, -0.459, -0.260], [0.616, 0.629, 0.556], [-2.181, -0.289, -0.711], [-0.678, -0.182, -1.661], [-0.245, -1.458, 1.168], [1.312, -0.432, -1.348], [2.174, -0.851, 0.198], [1.086, 1.047, 1.438]], "lowdin_charge": [0.06, -0.44, -0.02, -0.14, -0.09, -0.09, 0.12, 0.10, 0.14, 0.11, 0.11, 0.14]}

***

(3)
{"formula": "C27H68N4O13Sr2", "method": "wB97M-V/def2-TZVPD", "charge": 2, "total_energy_ev": -63339.1158, "elements": ["Sr", "Sr", "C", "O", "O", "O", "C", "O", "C", "C", "N", "C", "C", "O", "C", "H", "H", "H", "H", "H", "H", "H", "H", "H", "H", "H", "H", "H", "H", "H", "C", "O", "C", "C", "N", "C", "C", "O", "C", "H", "H", "H", "H", "H", "H", "H", "H", "H", "H", "H", "H", "H", "H", "H", "C", "O", "C", "C", "N", "C", "C", "O", "C", "H", "H", "H", "H", "H", "H", "H", "H", "H", "H", "H", "H", "H", "H", "H", "C", "O", "C", "C", "N", "C", "C", "O", "C", "H", "H", "H", "H", "H", "H", "H", "H", "H", "H", "H", "H", "H", "H", "H", "C", "O", "H", "H", "H", "H", "C", "O", "H", "H", "H", "H"], "xyz": [[-2.046, 1.292, 0.508], [2.089, -1.812, 0.858], [0.258, -0.075, -0.749], [-0.448, 0.736, -1.403], [0.215, -0.070, 0.532], [1.035, -0.845, -1.273], [-1.712, 2.847, 3.519], [-2.585, 2.603, 2.455], [-3.427, 3.802, 2.209], [-4.700, 3.238, 1.561], [-4.506, 2.220, 0.495], [-5.251, 1.020, 0.678], [-4.975, -0.079, -0.402], [-3.563, -0.120, -0.727], [-3.421, -0.778, -2.022], [-2.291, 2.633, 4.417], [-1.353, 3.873, 3.603], [-0.817, 2.226, 3.514], [-2.951, 4.425, 1.451], [-3.601, 4.429, 3.083], [-5.147, 4.028, 0.957], [-5.452, 2.912, 2.279], [-4.853, 2.688, -0.330], [-6.311, 1.269, 0.729], [-4.940, 0.652, 1.656], [-5.744, 0.113, -1.149], [-5.318, -0.990, 0.089], [-2.384, -0.655, -2.335], [-4.078, -0.311, -2.756], [-3.738, -1.821, -2.011], [3.198, 0.356, 3.554], [3.507, -0.239, 2.286], [4.423, 0.555, 1.469], [5.177, -0.243, 0.331], [4.295, -1.207, -0.275], [5.181, -2.303, -0.653], [4.266, -3.343, -1.293], [3.462, -3.917, -0.233], [3.811, -5.100, 0.397], [2.698, -0.441, 4.105], [2.575, 1.245, 3.458], [4.115, 0.587, 4.096], [5.232, 1.183, 1.843], [3.680, 1.181, 0.976], [5.897, -0.721, 0.996], [5.668, 0.453, -0.348], [3.876, -0.872, -1.130], [5.667, -2.712, 0.233], [5.939, -2.197, -1.429], [4.783, -4.076, -1.912], [3.643, -2.844, -2.036], [3.193, -5.297, 1.273], [4.893, -5.143, 0.525], [3.621, -5.958, -0.248], [0.219, -3.865, -1.816], [0.586, -3.602, -0.409], [-0.292, -4.014, 0.510], [0.258, -4.089, 2.006], [0.398, -2.760, 2.586], [0.991, -2.945, 3.920], [2.364, -3.477, 3.991], [3.108, -2.672, 3.123], [4.466, -3.100, 3.198], [0.126, -4.937, -1.988], [1.047, -3.466, -2.401], [-0.728, -3.425, -2.129], [-0.703, -5.011, 0.350], [-1.134, -3.339, 0.361], [1.123, -4.753, 2.012], [-0.503, -4.493, 2.673], [-0.417, -2.179, 2.725], [0.259, -3.499, 4.507], [0.889, -1.997, 4.449], [2.300, -4.532, 3.724], [2.681, -3.412, 5.032], [5.103, -2.387, 2.674], [4.512, -4.073, 2.709], [4.941, -3.215, 4.172], [-6.511, 3.168, -2.362], [-5.185, 3.333, -1.839], [-4.425, 3.982, -2.836], [-3.114, 3.160, -2.987], [-2.269, 2.968, -1.821], [-1.646, 4.210, -1.402], [-0.278, 4.203, -0.615], [-0.418, 3.309, 0.559], [0.836, 3.170, 1.155], [-6.499, 2.361, -3.095], [-6.927, 3.945, -3.004], [-7.258, 2.848, -1.636], [-4.095, 4.924, -2.398], [-4.960, 4.288, -3.735], [-2.505, 3.494, -3.827], [-3.443, 2.165, -3.286], [-1.502, 2.379, -2.112], [-2.303, 4.716, -0.694], [-1.482, 4.950, -2.185], [-0.201, 5.277, -0.449], [0.570, 4.013, -1.272], [0.858, 2.348, 1.871], [1.234, 4.119, 1.516], [1.524, 2.878, 0.362], [3.335, 0.826, -3.432], [3.266, -0.345, -2.713], [3.052, 0.620, -4.464], [2.602, 1.495, -2.980], [4.317, 1.287, -3.335], [2.367, -0.427, -2.387], [-0.202, -0.735, -4.608], [-0.616, 0.457, -4.112], [-0.318, -0.756, -5.692], [0.850, -0.747, -4.322], [-0.651, -1.574, -4.077], [-0.381, 0.536, -3.185]], "lowdin_charge": [1.65, 1.61, -1.00, -0.15, -0.25, -0.09, -0.11, -0.38, -0.11, -0.15, -0.16, -0.21, -0.16, -0.35, -0.04, 0.11, 0.11, 0.09, 0.11, 0.14, 0.13, 0.13, 0.05, 0.13, 0.12, 0.13, 0.13, 0.08, 0.10, 0.10, -0.05, -0.34, -0.15, -0.17, -0.14, -0.19, -0.15, -0.28, -0.10, 0.08, 0.09, 0.11, 0.13, 0.11, 0.12, 0.14, 0.06, 0.12, 0.14, 0.14, 0.12, 0.08, 0.10, 0.10, 0.00, -0.29, -0.26, -0.15, -0.16, -0.21, -0.23, -0.28, -0.05, 0.10, 0.09, 0.09, 0.13, 0.13, 0.11, 0.13, 0.13, 0.13, 0.12, 0.13, 0.15, 0.09, 0.08, 0.11, -0.07, -0.23, -0.17, -0.16, -0.08, -0.19, -0.12, -0.30, -0.12, 0.09, 0.09, 0.10, 0.12, 0.13, 0.13, 0.12, 0.07, 0.10, 0.13, 0.13, 0.13, 0.07, 0.11, 0.09, -0.14, -0.15, 0.09, 0.09, 0.09, 0.02, -0.18, -0.13, 0.10, 0.07, 0.07, 0.01]}

***

| no. | maximum force (eV Å⁻¹) | frontier orbital gap (eV) |
| --- | --- | --- |
| 1 | 12.333 | 7.62 |
| 2 | 0.768 | 10.39 |
| 3 | 4.855 | 8.70 |